# 1
C30H82O11 | ωB97M-V/def2-TZVPD

The geometry in ORCA input format:
```
! RIJCOSX wB97M-V def2-TZVPD def2/J DEFGRID3
* xyz 0 1
O 1.0890 -2.4888 0.5721
H 0.9695 -1.5397 0.6073
H 2.0304 -2.6166 0.6885
C 1.3155 1.4417 2.6042
C 2.5976 0.7122 2.6922
C 3.1360 0.1952 4.0434
O 2.4312 -0.4403 1.8788
H 1.4028 1.9731 1.6566
H 1.1850 2.1986 3.3776
H 0.4151 0.8295 2.6543
H 3.3237 1.4317 2.3136
H 3.8686 -0.5968 3.8886
H 2.3321 -0.0989 4.7182
H 3.7182 0.9652 4.5496
H 3.2010 -1.0057 1.7823
C -1.5791 2.6129 -2.1522
C -1.8536 2.9780 -3.6016
C -1.6706 1.7252 -4.4262
O -3.1124 3.3297 -3.8274
H -0.4972 2.5629 -2.0295
H -1.9418 1.6456 -1.8044
H -1.9122 3.3022 -1.3763
H -1.1461 3.7334 -3.9435
H -0.6209 1.4804 -4.2637
H -1.7760 1.7042 -5.5109
H -2.1267 0.8341 -3.9948
H -3.2808 3.5313 -4.7508
C 3.4414 3.1190 -0.8354
C 3.6823 2.1305 0.3826
C 2.7900 0.8561 0.1638
O 4.9532 1.6337 0.4681
H 3.8153 2.6865 -1.7634
H 4.0075 4.0368 -0.6765
H 2.4225 3.4972 -0.7529
H 3.3741 2.6111 1.3111
H 2.3391 0.6213 -0.8004
H 1.9486 0.9706 0.8472
H 3.3242 0.0140 0.6036
H 5.6410 2.1806 0.8546
C -3.9690 1.1122 -1.6681
C -3.7856 1.9867 -0.4793
C -5.0447 2.1707 0.3559
O -2.7691 1.4243 0.3423
H -4.7899 1.5307 -2.2504
H -4.3435 0.1535 -1.3094
H -3.0634 1.0392 -2.2703
H -3.2812 2.9286 -0.6947
H -4.7990 2.7390 1.2530
H -5.3861 1.2323 0.7928
H -5.8236 2.7708 -0.1144
H -3.0468 0.9449 1.1263
C -2.7698 -4.2424 2.4435
C -2.4053 -2.8233 2.8332
C -1.1189 -2.3287 2.2630
O -3.3720 -1.9697 2.3947
H -2.8376 -4.3422 1.3602
H -3.6654 -4.6934 2.8708
H -1.9392 -4.9164 2.6531
H -2.2608 -2.8441 3.9133
H -1.1907 -2.0079 1.2237
H -0.4292 -3.1499 2.4582
H -0.6862 -1.4987 2.8215
H -3.6173 -1.4491 3.1630
C -0.5715 0.0419 -1.5550
C 0.0185 0.2718 -0.1496
C -0.8236 -0.1564 0.9687
O 1.1364 -0.6302 0.0394
H -0.7894 -1.0119 -1.7287
H 0.0678 0.2638 -2.4095
H -1.5086 0.5025 -1.8675
H 0.2665 1.3308 -0.2217
H -1.0073 -1.2288 1.0352
H -1.7325 0.4414 0.9011
H -0.4437 0.2732 1.8956
H 1.6878 -0.5632 -0.7436
C -2.8384 -1.2928 -0.6776
C -2.2352 -2.6214 -1.2002
C -2.9897 -3.9021 -0.7366
O -2.3599 -2.5966 -2.5907
H -2.9092 -1.2677 0.4098
H -3.8278 -1.0348 -1.0552
H -2.2487 -0.4286 -0.9833
H -1.1976 -2.7923 -0.9135
H -4.0202 -4.0999 -1.0315
H -2.9461 -4.0536 0.3419
H -2.4431 -4.7406 -1.1682
H -1.6740 -3.1175 -3.0148
C 1.4025 1.5090 -2.9422
C 1.4974 2.7507 -3.8038
C 1.8164 3.9193 -2.9199
O 2.4067 2.5507 -4.8653
H 2.2275 0.8062 -3.0592
H 0.5195 0.9091 -3.1626
H 1.4009 1.7942 -1.8902
H 0.5045 2.9265 -4.2177
H 0.9587 4.1813 -2.3004
H 1.9943 4.8571 -3.4461
H 2.6866 3.6620 -2.3161
H 3.3330 2.5890 -4.6160
C 0.8116 -0.3417 5.1542
C -0.6536 -0.8115 5.0771
C -1.3995 0.0411 4.0677
O -0.5320 -2.1095 4.6159
H 1.2273 -0.3047 4.1472
H 1.5761 -0.9353 5.6554
H 0.8988 0.7069 5.4385
H -1.0574 -0.9239 6.0832
H -0.9611 0.0133 3.0701
H -1.5448 1.0674 4.4049
H -2.3345 -0.4579 4.3224
H 0.1690 -2.0989 3.9601
C 2.3143 -2.6433 -1.3779
C 3.6037 -3.2348 -1.9084
C 4.3394 -2.1664 -2.7071
O 4.3385 -3.6733 -0.8460
H 1.9361 -3.1444 -0.4869
H 1.5901 -2.7607 -2.1840
H 2.3207 -1.5867 -1.1102
H 3.3873 -4.0824 -2.5587
H 4.4534 -1.3354 -2.0110
H 3.9030 -1.9657 -3.6855
H 5.4073 -2.3714 -2.7817
H 4.0048 -3.4468 0.0252
*
```

Output
E = -54933.6222 eV
Maximum force = 11.516 eV Å⁻¹
ΔE to the lowest compared entry with this formula, charge and spin = 648.73 kcal per mole
LUMO level = 0.3 eV
Frontier orbital gap = 9.04 eV

Mulliken atomic charge list, values in e, 8 entries: -1.10 -0.39 0.32 -0.21 0.79 -1.66 -0.73 0.84

# 2
C4H7NO | ωB97M-V/def2-TZVPD

The geometry in ORCA input format:
```
! RIJCOSX wB97M-V def2-TZVPD def2/J DEFGRID3
* xyz 0 1
O -1.2875 -0.7465 1.5127
C -0.8779 -0.5714 0.1905
C -0.7526 0.8767 -0.4053
C 0.6924 0.5430 -0.7538
N 1.3358 0.2742 0.5425
C 0.5941 -0.8017 -0.1423
H -0.5940 -0.3528 2.0623
H -1.5280 -1.1891 -0.4346
H -0.8530 1.6886 0.3207
H -1.4140 1.0494 -1.2582
H 1.2683 0.8502 -1.6204
H 2.3289 0.1150 0.3790
H 1.0875 -1.7354 -0.3931
*
```

Output
E = -7797.0235 eV
Maximum force = 0.343 eV Å⁻¹
ΔE to the lowest compared entry with this formula, charge and spin = 60.44 kcal per mole
SMILES = O[C@H]1C[C@H]2N[C@@H]12
LUMO level = 1.0 eV
Frontier orbital gap = 10.43 eV

Mulliken atomic charge list, values in e, 8 entries: -0.55 -0.14 -0.67 -0.12 -0.58 -0.30 0.36 0.38

# 3
H2OS2 | ωB97M-V/def2-TZVPD

The geometry in ORCA input format:
```
! RIJCOSX wB97M-V def2-TZVPD def2/J DEFGRID3
* xyz 0 1
O -2.7210 -0.7066 0.1092
S -3.2024 0.6369 -0.2176
S 2.4475 -0.0335 -0.3207
H 1.9772 -0.8398 0.7704
H 1.4987 0.9430 -0.3414
*
```

Output
E = -23748.0899 eV
Maximum force = 2.137 eV Å⁻¹
ΔE to the lowest compared entry with this formula, charge and spin = 35.89 kcal per mole
SMILES = O=S.S
LUMO level (spin up / spin down) = -1.6 / -1.6 eV
Frontier orbital gap (spin up / spin down) = 7.80 / 7.78 eV

Now the Mulliken charges, all in e: -0.28 0.28 -0.31 0.17 0.15

# 4
C14H22Cl3O12P3Ru | ωB97M-V/def2-TZVPD

The geometry in ORCA input format:
```
! RIJCOSX wB97M-V def2-TZVPD def2/J DEFGRID3
* xyz -1 6
Ru 2.2125 0.0570 -0.5354
Cl 0.5590 7.3558 -1.0225
C 0.7411 5.6282 -1.1589
C 1.6209 4.9677 -0.3199
C 1.7458 3.5969 -0.4449
Cl 2.8543 2.7410 0.5854
C 1.0237 2.8334 -1.3835
O 1.0978 1.5424 -1.4715
C 0.1435 3.5698 -2.2030
Cl -0.8189 2.7028 -3.3509
C -0.0010 4.9403 -2.1028
H 2.2001 5.5022 0.4180
H -0.6914 5.4591 -2.7512
O 5.1172 1.0943 1.4684
P 4.9848 -0.2187 0.5435
O 6.2186 -1.0001 0.5396
O 4.3056 0.2798 -0.7395
O 3.7177 -0.9471 1.2917
P 3.1563 -2.4635 0.8173
O 1.9320 -2.5990 1.8235
O 4.1247 -3.5360 1.0100
O 2.6262 -2.0742 -0.5628
H 5.8004 0.9475 2.1302
H 1.2970 -1.8676 1.7005
C -2.5143 0.0212 1.9892
C -2.3408 0.8644 0.7344
C -1.5100 2.1102 1.0071
C -3.6875 1.2326 0.1335
O -1.6876 0.0944 -0.3129
P -0.4257 -0.8434 -0.1574
O 0.5502 -0.2989 0.9049
O 0.2731 -0.9852 -1.4730
O -0.9765 -2.2042 0.4368
C -1.3853 -3.3661 -0.3513
C -2.2618 -2.9273 -1.5150
C -0.1352 -4.0931 -0.8215
C -2.1723 -4.2130 0.6350
H -3.0678 0.5942 2.7352
H -1.5483 -0.2510 2.4131
H -3.0685 -0.8906 1.7674
H -2.0071 2.7298 1.7557
H -1.3989 2.6924 0.0922
H -0.5214 1.8380 1.3748
H -4.2546 1.8519 0.8297
H -4.2644 0.3336 -0.0859
H -3.5398 1.7870 -0.7929
H -1.6928 -2.3320 -2.2276
H -3.1097 -2.3408 -1.1581
H -2.6449 -3.8105 -2.0299
H 0.4775 -3.4440 -1.4432
H -0.4200 -4.9794 -1.3925
H 0.4611 -4.4042 0.0365
H -3.0783 -3.6949 0.9532
H -1.5614 -4.4250 1.5117
H -2.4550 -5.1580 0.1693
*
```

Output
E = -107474.0581 eV
Maximum force = 0.665 eV Å⁻¹
ΔE to the lowest compared entry with this formula, charge and spin = 2.00 kcal per mole
LUMO level (spin up / spin down) = 2.4 / 0.8 eV
Frontier orbital gap (spin up / spin down) = 8.36 / 6.86 eV

Mulliken atomic charge list, values in e, 8 entries: 1.54 -0.25 0.52 -0.97 0.78 -0.15 -0.45 -0.82

# 5
C31H23BrF4IrNO7PSe | ωB97M-V/def2-TZVPD

The geometry in ORCA input format:
```
! RIJCOSX wB97M-V def2-TZVPD def2/J DEFGRID3
* xyz -1 1
Ir -0.7031 0.5867 0.7751
F -0.7119 1.4419 -6.1536
C -0.3599 0.8576 -5.0019
C -0.2441 -0.5149 -4.9274
F -0.4711 -1.2628 -6.0152
C 0.1254 -1.1069 -3.7263
F 0.2587 -2.4361 -3.7333
C 0.3563 -0.3663 -2.5825
P 0.6106 -1.0390 -0.8956
C 2.3901 -1.4375 -0.8901
C 3.2671 -0.8086 -1.7696
C 4.6339 -1.0298 -1.6911
C 5.1461 -1.8872 -0.7299
C 4.2804 -2.5069 0.1612
C 2.9163 -2.2783 0.0919
C -0.2196 -2.6767 -0.8733
C 0.4675 -3.8683 -1.0909
C -0.1874 -5.0857 -1.0025
C -1.5400 -5.1299 -0.7022
C -2.2312 -3.9483 -0.4917
C -1.5776 -2.7278 -0.5694
C 0.2798 1.0226 -2.6976
Br 0.7503 2.1538 -1.2618
C -0.0828 1.6296 -3.8829
F -0.1710 2.9604 -3.9990
H 2.8905 -0.1366 -2.5327
H 5.2956 -0.5288 -2.3854
H 6.2113 -2.0653 -0.6699
H 4.6657 -3.1657 0.9275
H 2.2548 -2.7229 0.8226
H 1.5150 -3.8554 -1.3515
H 0.3639 -6.0023 -1.1692
H -2.0495 -6.0819 -0.6278
H -3.2851 -3.9694 -0.2472
H -2.1053 -1.8061 -0.3841
O 0.6470 -2.3328 3.6693
C 0.5029 -1.4096 2.8732
O 0.4373 -1.4432 1.6090
C 0.5279 0.0224 3.4223
C 0.7244 0.2398 4.7985
C 0.8655 1.5123 5.2521
C 0.8777 2.5834 4.3319
C 1.1002 3.9223 4.7295
C 1.1437 4.9228 3.8048
C 0.9705 4.6246 2.4362
C 0.7335 3.3456 2.0268
C 0.6680 2.2945 2.9683
N 0.4506 1.0075 2.5469
H 0.7471 -0.6286 5.4392
H 0.9913 1.7226 6.3074
H 1.2396 4.1326 5.7817
H 1.3143 5.9446 4.1143
H 1.0148 5.4219 1.7062
H 0.5758 3.1107 0.9852
C -3.7980 0.1686 -2.1577
C -3.0101 1.0118 -1.1584
C -2.7614 2.4065 -1.7277
O -1.8043 0.3399 -0.9118
H -4.7650 0.6239 -2.3767
H -3.9665 -0.8368 -1.7726
H -3.2339 0.0855 -3.0920
H -3.6076 1.1118 -0.2427
H -2.2066 2.3244 -2.6637
H -2.1858 3.0089 -1.0245
H -3.7031 2.9156 -1.9315
O -2.1111 0.0252 1.9963
Se -2.7499 1.5789 2.4023
O -2.3382 1.9870 3.8934
O -1.7366 2.2983 1.2134
O -4.2933 1.7496 2.0290
*
```

Output
E = -206728.3775 eV
Maximum force = 1.834 eV Å⁻¹
ΔE to the lowest compared entry with this formula, charge and spin = 41.56 kcal per mole
LUMO level = 2.2 eV
Frontier orbital gap = 7.08 eV

Mulliken atomic charge list, values in e, 8 entries: 2.10 -0.34 0.57 0.36 -0.34 0.54 -0.33 -0.43

> Which value of ΔE to the lowest compared entry with this formula, charge and spin does entry 2 give?

60.44 kcal per mole

Copy entry 5 word for word.
C31H23BrF4IrNO7PSe | ωB97M-V/def2-TZVPD

The geometry in ORCA input format:
```
! RIJCOSX wB97M-V def2-TZVPD def2/J DEFGRID3
* xyz -1 1
Ir -0.7031 0.5867 0.7751
F -0.7119 1.4419 -6.1536
C -0.3599 0.8576 -5.0019
C -0.2441 -0.5149 -4.9274
F -0.4711 -1.2628 -6.0152
C 0.1254 -1.1069 -3.7263
F 0.2587 -2.4361 -3.7333
C 0.3563 -0.3663 -2.5825
P 0.6106 -1.0390 -0.8956
C 2.3901 -1.4375 -0.8901
C 3.2671 -0.8086 -1.7696
C 4.6339 -1.0298 -1.6911
C 5.1461 -1.8872 -0.7299
C 4.2804 -2.5069 0.1612
C 2.9163 -2.2783 0.0919
C -0.2196 -2.6767 -0.8733
C 0.4675 -3.8683 -1.0909
C -0.1874 -5.0857 -1.0025
C -1.5400 -5.1299 -0.7022
C -2.2312 -3.9483 -0.4917
C -1.5776 -2.7278 -0.5694
C 0.2798 1.0226 -2.6976
Br 0.7503 2.1538 -1.2618
C -0.0828 1.6296 -3.8829
F -0.1710 2.9604 -3.9990
H 2.8905 -0.1366 -2.5327
H 5.2956 -0.5288 -2.3854
H 6.2113 -2.0653 -0.6699
H 4.6657 -3.1657 0.9275
H 2.2548 -2.7229 0.8226
H 1.5150 -3.8554 -1.3515
H 0.3639 -6.0023 -1.1692
H -2.0495 -6.0819 -0.6278
H -3.2851 -3.9694 -0.2472
H -2.1053 -1.8061 -0.3841
O 0.6470 -2.3328 3.6693
C 0.5029 -1.4096 2.8732
O 0.4373 -1.4432 1.6090
C 0.5279 0.0224 3.4223
C 0.7244 0.2398 4.7985
C 0.8655 1.5123 5.2521
C 0.8777 2.5834 4.3319
C 1.1002 3.9223 4.7295
C 1.1437 4.9228 3.8048
C 0.9705 4.6246 2.4362
C 0.7335 3.3456 2.0268
C 0.6680 2.2945 2.9683
N 0.4506 1.0075 2.5469
H 0.7471 -0.6286 5.4392
H 0.9913 1.7226 6.3074
H 1.2396 4.1326 5.7817
H 1.3143 5.9446 4.1143
H 1.0148 5.4219 1.7062
H 0.5758 3.1107 0.9852
C -3.7980 0.1686 -2.1577
C -3.0101 1.0118 -1.1584
C -2.7614 2.4065 -1.7277
O -1.8043 0.3399 -0.9118
H -4.7650 0.6239 -2.3767
H -3.9665 -0.8368 -1.7726
H -3.2339 0.0855 -3.0920
H -3.6076 1.1118 -0.2427
H -2.2066 2.3244 -2.6637
H -2.1858 3.0089 -1.0245
H -3.7031 2.9156 -1.9315
O -2.1111 0.0252 1.9963
Se -2.7499 1.5789 2.4023
O -2.3382 1.9870 3.8934
O -1.7366 2.2983 1.2134
O -4.2933 1.7496 2.0290
*
```

Output
E = -206728.3775 eV
Maximum force = 1.834 eV Å⁻¹
ΔE to the lowest compared entry with this formula, charge and spin = 41.56 kcal per mole
LUMO level = 2.2 eV
Frontier orbital gap = 7.08 eV

Mulliken atomic charge list, values in e, 8 entries: 2.10 -0.34 0.57 0.36 -0.34 0.54 -0.33 -0.43